[1]
53
Properties=species:S:1:pos:R:3:lowdin_spin:R:1 method="wB97M-V/def2-TZVPD" relative_energy_kj_mol=0.0 multiplicity=3 s2=2.0136 fmax_ha_per_bohr=0.093 mol_weight_g_mol=433.09 gap_ev="6.09 / 6.01"
O 0.69 -0.01 -4.13 0.0018
H 0.66 -0.59 -4.95 0.0001
Ni 0.34 -0.23 -0.36 1.6278
N -1.16 -1.25 -1.06 0.0845
N -0.79 1.18 -1.08 0.0433
N 1.27 -1.48 0.76 0.0446
N 1.56 0.90 0.47 0.0513
O -1.22 -2.51 -0.84 0.0349
O 1.01 -2.80 0.72 0.0056
O 1.69 2.20 0.20 0.0103
O -0.62 2.45 -0.82 0.0016
C -1.86 0.83 -1.83 0.0086
C -2.01 -0.59 -1.89 -0.0131
C 2.37 -1.08 1.40 0.0013
C 2.46 0.35 1.32 -0.0032
C -2.98 -1.29 -2.78 -0.0015
H -2.53 -1.43 -3.78 -0.0012
H -3.89 -0.67 -2.90 -0.0005
H -3.24 -2.27 -2.34 0.0002
C -2.82 1.84 -2.30 0.0030
H -2.35 2.53 -3.02 0.0006
H -3.22 2.45 -1.48 0.0005
H -3.66 1.37 -2.81 0.0002
C 3.38 -1.94 2.13 0.0011
C 3.31 1.25 2.15 -0.0001
H 3.43 -2.88 1.56 0.0001
H 3.04 -2.13 3.16 -0.0004
H 4.35 -1.41 2.13 0.0005
H 2.92 2.27 2.24 0.0004
H 4.34 1.35 1.80 -0.0002
H 3.40 0.87 3.18 -0.0002
H 0.23 -2.77 0.09 0.0004
H 0.70 2.39 -0.27 0.0010
C 1.37 1.24 -4.25 0.0002
H 0.83 1.93 -4.90 0.0000
H 2.42 1.26 -4.62 0.0001
H 1.30 1.67 -3.27 0.0000
O 1.32 -1.00 -1.86 0.0445
H 1.04 -0.60 -3.16 0.0018
H 2.07 -1.52 -1.58 0.0025
N -1.30 2.12 2.13 0.0000
C -1.39 0.86 2.56 0.0036
C -1.59 0.56 3.94 0.0011
C -1.61 -0.77 4.36 0.0003
C -1.51 -1.77 3.38 0.0008
C -1.46 -1.38 2.06 0.0030
N -1.27 -0.13 1.65 0.0386
H -1.18 2.32 1.14 -0.0001
H -1.44 2.87 2.77 0.0000
H -1.69 1.41 4.64 0.0002
H -1.72 -1.03 5.41 0.0000
H -1.46 -2.83 3.61 0.0002
H -1.55 -2.12 1.29 -0.0001

=====

[2]
50
Properties=species:S:1:pos:R:3:mulliken_charge:R:1 method="wB97M-V/def2-TZVPD" relative_energy_kj_mol=0.0 multiplicity=1 total_charge=+2 fmax_ha_per_bohr=0.058 mol_weight_g_mol=415.22 gap_ev=9.47
C 1.00 -0.14 -5.82 -1.1518
C 0.97 -0.05 -4.32 0.9013
H 2.06 -0.06 -6.09 0.3701
H 0.46 0.71 -6.30 0.3229
H 0.60 -1.10 -6.20 0.3232
O 1.92 0.09 -3.58 -0.4233
Cl -0.72 -0.20 -3.62 -0.1092
Al -0.73 -0.15 -0.82 0.1224
P -0.13 2.14 -0.74 1.3059
C 1.23 2.81 0.27 -1.2077
C 0.19 2.80 -2.40 -1.3629
H 0.24 3.90 -2.34 0.4837
H -1.43 4.16 -0.43 0.4948
H -0.59 2.50 -3.09 0.3696
H -2.50 2.75 -0.75 0.3443
H 2.17 2.63 -0.25 0.3925
H 1.13 2.39 -2.78 0.3333
C -1.60 3.10 -0.22 -1.3768
H 1.06 3.90 0.38 0.4518
H -1.78 2.97 0.85 0.3520
H 1.28 2.34 1.26 0.3189
P 0.08 -2.35 -0.52 1.2738
C 1.46 -2.75 0.60 -1.2497
C -1.26 -3.46 0.06 -1.4102
H -0.06 -2.76 -2.91 0.3135
H 0.47 -4.21 -2.00 0.4732
H 1.61 -2.85 -2.31 0.4044
C 0.57 -3.12 -2.09 -1.2995
H -2.20 -3.27 -0.49 0.3612
H -0.96 -4.50 -0.07 0.5083
H 1.44 -3.83 0.81 0.4392
H 1.38 -2.19 1.53 0.3232
H -1.48 -3.28 1.12 0.3442
H 2.40 -2.49 0.10 0.4071
Cl -2.85 -0.30 -1.20 -0.3379
N 1.32 0.75 5.56 -0.3506
C 1.30 0.73 4.20 0.4578
O 2.27 1.12 3.52 -0.6058
C 0.06 0.28 3.52 -0.0310
C -1.16 0.13 4.20 -0.4697
C -2.29 -0.10 3.43 -1.0676
C -2.21 -0.18 2.04 -0.4982
N -1.02 -0.07 1.38 0.4588
C 0.09 0.11 2.14 -0.7816
H 2.18 0.98 6.02 0.2646
H 0.59 0.32 6.13 0.1533
H -1.23 0.22 5.28 0.3390
H -3.27 -0.22 3.89 0.4637
H -3.11 -0.32 1.44 0.5482
H 1.03 0.14 1.58 1.3131

=====

[3]
54
Properties=species:S:1:pos:R:3:mulliken_charge:R:1 method="wB97M-V/def2-TZVPD" multiplicity=1 total_charge=-1 fmax_ha_per_bohr=0.173 mol_weight_g_mol=413.14 gap_ev=7.50
C 3.26 -0.45 2.73 -0.6794
C 3.65 -0.76 1.14 -0.3512
O 2.53 -1.31 0.35 -0.2338
C 1.58 -0.25 -0.06 0.1602
O 1.53 0.14 -1.36 -0.5707
C 0.50 0.46 0.96 0.2555
C -0.95 0.81 0.28 -0.0764
C -1.94 1.40 1.50 -0.5830
B -3.16 0.37 1.91 0.4966
P -2.58 -1.30 2.66 0.6614
O -3.87 -2.21 3.00 -0.7490
O -1.49 -2.20 1.64 -0.5558
O -1.79 -0.94 4.20 -0.5496
H 4.08 -0.79 3.48 0.3243
H 2.22 -0.98 3.00 0.1074
H 3.05 0.73 2.76 0.1771
H 4.61 -1.47 1.17 0.2489
H 4.01 0.23 0.58 0.3719
H 1.04 1.40 1.46 0.2761
H 0.28 -0.30 1.85 -0.2627
H -1.40 -0.15 -0.24 0.1859
H -0.80 1.70 -0.48 0.3007
H -2.42 2.42 1.16 -0.0119
H -1.28 1.59 2.46 0.1907
H -3.78 0.10 0.93 -0.2748
H -3.84 0.90 2.73 -0.2597
H -2.03 -2.94 1.17 0.2871
H -0.78 -1.04 4.04 0.2946
C -6.73 3.75 -2.36 -1.4576
C -5.70 2.91 -1.65 0.5663
C -5.78 3.01 -0.15 -0.6083
O -4.45 2.73 0.25 -0.3348
C -3.65 3.13 -0.79 0.6498
O -2.44 3.25 -0.72 -0.5693
O -4.39 3.38 -1.91 -0.3724
H -7.75 3.49 -2.05 0.3631
H -6.57 4.82 -2.18 0.3510
H -6.65 3.61 -3.45 0.3506
H -5.76 1.87 -1.98 0.2652
H -6.47 2.28 0.28 0.3379
H -6.05 4.01 0.20 0.2971
C 4.37 -1.70 -2.06 -1.1002
C 5.40 -2.65 -2.64 0.5016
C 5.37 -4.01 -2.02 -0.4041
O 6.70 -4.46 -2.19 -0.3254
C 7.48 -3.33 -2.21 0.6065
O 8.70 -3.33 -2.13 -0.5734
O 6.71 -2.21 -2.35 -0.3534
H 3.36 -2.10 -2.15 0.3757
H 4.58 -1.49 -1.00 0.0034
H 4.41 -0.73 -2.58 0.3603
H 5.29 -2.70 -3.73 0.2891
H 4.67 -4.68 -2.52 0.3304
H 5.14 -4.00 -0.94 0.2706

=====

[4]
64
Properties=species:S:1:pos:R:3:mulliken_charge:R:1 method="wB97M-V/def2-TZVPD" multiplicity=1 total_charge=-1 fmax_ha_per_bohr=0.057 mol_weight_g_mol=640.46 gap_ev=0.98
O 0.83 0.07 -3.11 -0.5777
C 1.17 0.28 -1.96 0.2053
O 0.28 0.35 -0.98 -0.3691
C 0.77 0.85 0.26 0.3290
O -0.21 0.66 1.23 -0.4066
P 2.19 0.03 1.07 0.1558
S 1.58 -1.53 2.03 -0.3408
C 1.17 2.34 0.34 0.7475
O 1.70 2.88 -0.61 -0.6230
O 0.97 2.82 1.55 -0.6961
H 2.23 0.36 -1.72 0.4090
H -0.57 -0.43 1.37 0.5640
H 2.42 1.13 1.86 0.0578
H 3.41 -0.27 0.46 0.1721
O 4.95 -0.41 -4.30 -0.5615
C 4.11 -1.07 -4.85 0.6315
O 4.20 -2.39 -5.05 -0.3633
C 3.09 -2.85 -5.84 -0.6447
C 2.01 -1.79 -5.66 0.7804
C 2.84 -0.52 -5.48 -0.3510
H 3.42 -2.94 -6.87 0.2816
H 2.78 -3.83 -5.48 0.3153
H 1.29 -1.74 -6.50 -0.6123
H 1.44 -1.98 -4.75 0.3428
H 3.09 -0.05 -6.43 0.3266
H 2.36 0.20 -4.82 0.1672
Mg 0.91 1.66 3.02 0.8765
C -3.72 1.65 -1.03 -0.7306
O -4.83 0.80 -0.76 -0.3643
C -4.63 -0.56 -1.11 -0.5010
C -4.92 -1.51 0.03 -0.2537
O -4.06 -1.39 1.15 -0.4141
C -4.05 -0.24 1.92 -0.4417
C -5.33 0.04 2.68 -0.2547
O -6.45 0.35 1.89 -0.2870
C -7.62 -0.39 2.17 -0.7690
H -3.81 2.11 -2.01 0.3083
H -3.71 2.44 -0.28 0.2357
H -2.77 1.12 -0.96 0.3115
H -3.61 -0.73 -1.46 0.3314
H -5.31 -0.80 -1.93 0.4162
H -4.76 -2.52 -0.35 0.4066
H -5.98 -1.47 0.33 0.0650
H -3.74 0.63 1.34 0.0129
H -3.26 -0.39 2.66 0.3391
H -5.12 0.95 3.30 0.0128
H -5.55 -0.83 3.33 0.7544
H -7.40 -1.41 2.51 0.4018
H -8.19 -0.47 1.24 0.2474
H -8.25 0.12 2.91 0.2527
F -1.03 -1.35 1.47 -0.6970
Mg -0.64 -1.19 -6.95 -0.2240
Cl 6.58 -1.77 -3.15 -0.4521
C 4.36 1.31 4.69 -0.5586
O 3.48 1.40 3.64 -0.7024
H 4.48 2.21 5.31 0.2357
H 4.17 0.50 5.42 0.2819
H 5.40 1.10 4.37 0.1167
Li -6.25 1.28 4.58 0.8940
O 7.11 1.51 5.52 -0.4888
S 8.42 1.45 4.86 1.3130
O 9.40 0.88 5.79 -0.5676
O 8.83 2.79 4.42 -0.5497
O 8.35 0.59 3.66 -0.4970

=====

no.,electronic energy (a.u.)
1,-2837.11517
2,-2654.84360
3,-1743.49906
4,-3783.34854